--- 1 ---
14
Properties=species:S:1:pos:R:3 method="wB97M-V/def2-TZVPD" orbital_gap_ev=8.12 smiles=c1cc2[nH]ccn2c1 lumo_energy_ev=0.971
C 2.1452 -0.0198 -0.0149
C 1.3038 -1.1575 -0.0049
C 0.0128 -0.6825 0.0481
N -1.3109 -1.0858 0.0184
C -2.1101 0.0497 -0.0378
C -1.2825 1.1526 0.0116
N 0.0471 0.6709 -0.0055
C 1.3690 1.1217 -0.0208
H 3.2444 -0.0563 0.0485
H 1.6742 -2.1819 -0.0050
H -1.6140 -2.0210 -0.0655
H -3.1843 0.0319 -0.0738
H -1.5433 2.1963 0.1584
H 1.6407 2.1502 -0.0412



--- 2 ---
14
Properties=species:S:1:pos:R:3 method="wB97M-V/def2-TZVPD" orbital_gap_ev=10.39 lumo_energy_ev=0.737
C -0.3779 1.8097 0.3273
C -0.0618 0.3359 0.1221
C 1.2366 -0.3728 0.5262
C 0.7731 -1.2835 -0.6181
C -0.4969 -1.8692 -0.0236
C -1.1293 -0.7431 0.4256
H 2.2600 -0.0528 0.3408
H 1.3379 -0.8603 1.5498
H 1.4579 -1.9627 -1.1091
H 1.1864 0.4085 -1.7322
H -0.7485 -2.8977 0.1404
H -2.0393 -0.6610 0.9488
N -0.7428 2.8358 0.6994
N 0.2975 -0.1551 -1.3701



--- 3 ---
14
Properties=species:S:1:pos:R:3 method="wB97M-V/def2-TZVPD" orbital_gap_ev=7.97 smiles="CC1=CN=C[C@]12C=N2" lumo_energy_ev=-0.254
C 1.0208 -0.4858 -0.9210
C 0.3033 0.1823 0.1847
C 0.9268 0.5403 1.3705
N 0.1757 1.2813 2.2104
C -0.9842 1.4375 1.6706
C -0.9957 0.7548 0.1977
C -2.1353 0.2390 -0.6470
N -1.5762 1.0102 -1.4449
H 1.9831 0.1134 -1.1381
H 0.3744 -0.6704 -1.7873
H 1.2967 -1.4636 -0.3820
H 1.9305 0.2833 1.5203
H -1.8262 1.7429 2.2829
H -2.9513 -0.3644 -0.5716



--- 4 ---
14
Properties=species:S:1:pos:R:3 method="wB97M-V/def2-TZVPD" orbital_gap_ev=7.92 lumo_energy_ev=0.364
C 0.8432 -0.2145 0.6510
C -1.3126 0.0654 -0.0610
N 1.2566 -1.3737 0.1676
N -1.6800 -1.2187 -0.0856
C 1.3289 1.0397 0.2344
C 0.4461 1.9328 -0.3096
C -2.1798 1.2106 -0.3709
C -0.8339 1.3560 -0.4393
H 1.6820 -1.4879 -0.7490
H 1.1962 -2.2133 0.7283
H -2.6632 -1.4441 -0.0611
H -1.0286 -1.9508 0.1421
H 2.3604 1.2942 0.4604
H 0.5845 3.0044 -0.3073



The energy of each structure relative to the most stable one, in eV, is as follows: 1 0.000; 2 2.816; 3 3.495; 4 5.588.



--- 1 ---
20
Properties=species:S:1:pos:R:3 method="wB97M-V/def2-TZVPD" orbital_gap_ev=9.61 lumo_energy_ev=0.658
C 4.5496 -0.5699 -0.1025
C 0.1468 -1.2528 0.2307
C -2.0049 -0.2341 1.1995
C -1.4991 0.1011 -1.2315
C -0.9052 -0.0818 0.1415
N 3.4767 -0.3828 0.3253
N 1.1239 1.6105 -0.7076
S -0.0415 1.5167 0.5773
H 1.0999 2.5882 -0.9857
H 0.0765 -1.7756 1.1486
H -0.0593 -1.8390 -0.5962
H 1.0833 -0.7375 0.1732
H -2.1230 -1.2988 1.4768
H -3.0891 0.0017 0.8292
H -1.6907 0.3162 2.0587
H -1.9387 -0.7819 -1.5942
H -2.2688 0.7379 -1.2480
H -0.7251 0.6655 -1.9394
H 2.7050 0.0503 0.7144
H 2.0837 1.3661 -0.4703



--- 2 ---
20
Properties=species:S:1:pos:R:3 method="wB97M-V/def2-TZVPD" orbital_gap_ev=9.77 smiles=N[C@H]1C[C@](N)(CS)C1 lumo_energy_ev=0.818
N 2.3829 -1.3315 0.0536
C 0.9876 -1.0661 -0.0243
C 0.4057 -0.1387 -1.1644
C -0.3089 0.7136 -0.0496
N -0.1034 2.1491 -0.1030
C -1.8554 0.5122 -0.1330
S -2.4315 -1.2594 -0.0988
C 0.3937 -0.1773 1.0621
H 2.9165 -0.4872 0.0575
H 2.7421 -1.8894 -0.6851
H 0.3908 -2.0404 -0.0710
H -0.1942 -0.7306 -1.8948
H 1.1179 0.4537 -1.7043
H 0.8719 2.3449 -0.0548
H -0.5859 2.6508 0.6926
H -2.3538 1.0089 0.6820
H -2.2715 0.9125 -1.0677
H -3.0691 -1.3193 1.0914
H 1.1980 0.3599 1.5924
H -0.2334 -0.6657 1.8193



The energy of each structure relative to the most stable one, in eV, is as follows: 1 1.774; 2 0.000.



--- 1 ---
9
Properties=species:S:1:pos:R:3 method="wB97M-V/def2-TZVPD" orbital_gap_ev=9.68 lumo_energy_ev=0.122
C 0.4425 0.9355 -0.5437
C 1.5548 0.2987 -0.6373
N -0.5690 1.1941 0.1102
O -0.4127 -1.4507 0.5215
P -1.3401 -0.2727 0.5283
H 2.0284 -0.0152 -1.4492
H 2.2720 0.3776 0.1610
H -2.2824 -0.4324 -0.5505
H -2.0604 -0.0642 1.7171



--- 2 ---
9
Properties=species:S:1:pos:R:3 method="wB97M-V/def2-TZVPD" orbital_gap_ev="8.31 / 8.30" lumo_energy_ev="-0.586 / -0.585"
C 0.2579 -0.5469 0.7645
C 0.0018 -0.3862 -0.6289
N 0.0512 0.5257 1.5183
O -0.2605 1.5902 0.7072
P -0.1018 1.4124 -0.8959
H 0.3275 -1.4768 1.3444
H 0.1226 -1.1541 -1.3494
H -1.6598 -1.2262 -0.6711
H 1.2611 1.2619 -0.7891



--- 3 ---
9
Properties=species:S:1:pos:R:3 method="wB97M-V/def2-TZVPD" orbital_gap_ev=10.24 lumo_energy_ev=0.883
C -0.1074 -0.0723 1.2731
C 0.7394 -0.0222 -0.8349
N -1.2206 -0.4245 0.8071
O 0.9843 0.2874 0.6079
P -1.1014 -0.4996 -0.8766
H -0.1507 0.1384 2.2964
H 1.2393 0.8020 -1.2579
H 1.1775 -1.0597 -1.0223
H -1.5604 0.8504 -0.9928



The energy of each structure relative to the most stable one, in eV, is as follows: 1 0.572; 2 3.738; 3 0.000.



--- 1 ---
17
Properties=species:S:1:pos:R:3 method="wB97M-V/def2-TZVPD" spin_multiplicity=3 orbital_gap_ev="7.02 / 9.66" charge=+1 lumo_energy_ev="-2.840 / -6.675"
C 1.0083 -1.9186 1.6015
C 0.7842 -0.6699 1.2983
C 0.5499 0.3396 -1.5569
C -1.2038 1.5505 -0.7688
C -0.4861 -0.1853 0.6258
O -0.1041 0.8267 -0.3081
H 2.0091 -2.0601 1.9959
H 0.2949 -2.7282 1.7849
H 1.6150 0.0963 1.4363
H 1.1445 1.0950 -1.8040
H 1.2059 -0.4589 -1.0913
H -0.2072 -0.0350 -2.2229
H -0.8997 2.3870 -1.4962
H -1.8723 0.8349 -1.3351
H -1.6811 1.9248 0.1522
H -0.9803 -1.1645 0.2697
H -1.1772 0.1656 1.4187



--- 2 ---
17
Properties=species:S:1:pos:R:3 method="wB97M-V/def2-TZVPD" spin_multiplicity=3 orbital_gap_ev="8.93 / 10.86" charge=+1 lumo_energy_ev="-2.919 / -6.210"
C -0.8642 0.6466 -1.4744
C 0.3731 0.0013 -1.0085
C 2.3272 1.6122 -0.6254
C -0.6317 -1.2489 1.6649
C -1.5304 -0.5882 0.5792
O -0.6118 0.3582 -0.0930
H -0.6317 1.6376 -1.7019
H -1.4729 0.1097 -2.2287
H 0.5826 -0.9578 -1.2471
H 2.1034 2.6003 -0.5559
H 2.8660 1.1499 -1.4919
H 2.3093 1.1703 0.3754
H -1.2752 -2.0386 2.2652
H -0.2507 -0.5792 2.5051
H -0.0027 -1.9481 1.1970
H -2.0520 -1.1180 -0.2917
H -2.3312 -0.0123 1.0726



The energy of each structure relative to the most stable one, in eV, is as follows: 1 0.000; 2 0.862.



--- 1 ---
19
Properties=species:S:1:pos:R:3 method="wB97M-V/def2-TZVPD" orbital_gap_ev=10.65 charge=+1 lumo_energy_ev=-3.499
C 0.6580 0.8251 -0.1854
C 1.4904 -0.3072 1.5395
C -1.6593 0.1863 -0.2657
C -0.5328 0.9128 -2.3761
C -0.3691 0.2029 -1.0399
N 2.3243 0.4590 2.1961
N 1.1982 -1.5120 1.8768
O 1.2591 1.7830 -0.1284
H -2.3241 -0.2738 -1.0454
H -1.9132 -0.2649 0.6416
H -1.9060 1.2896 -0.1200
H -1.2832 0.6605 -3.0252
H -0.4369 2.0177 -2.2230
H 0.5161 0.8715 -2.9605
H -0.1200 -0.8313 -1.3526
H 2.2508 1.4260 2.0210
H 2.6484 0.3190 3.2054
H 0.4007 -1.9577 1.3887
H 1.6629 -2.1038 2.6097



--- 2 ---
19
Properties=species:S:1:pos:R:3 method="wB97M-V/def2-TZVPD" orbital_gap_ev=11.32 charge=+1 smiles=C[C@@H]1[C@H]2ON[C@H](C)[N@@H+]12 lumo_energy_ev=-3.046
C 2.5018 0.3096 -0.1136
C 1.0588 0.6477 -0.3629
C 0.2318 1.2465 0.6952
O -0.9213 1.8949 0.5444
N -1.5722 1.4568 -0.6800
C -1.2266 -0.3288 -0.4872
C -2.4115 -0.8891 0.3849
N 0.0246 -0.2144 0.2274
H 2.6086 -0.6936 -0.5731
H 2.6973 0.3016 0.9875
H 3.2652 1.2037 -0.3355
H 0.5833 0.9340 -1.4005
H 0.6818 1.3140 1.6808
H -1.1907 1.9661 -1.4578
H -1.1515 -0.8731 -1.3531
H -3.2484 -0.8479 -0.3269
H -2.5098 -0.3003 1.3232
H -2.0091 -1.8914 0.5640
H 0.0518 -1.0258 0.9115



The energy of each structure relative to the most stable one, in eV, is as follows: 1 0.000; 2 2.853.



--- 1 ---
9
Properties=species:S:1:pos:R:3 method="wB97M-V/def2-TZVPD" orbital_gap_ev=8.71 smiles=NPNO lumo_energy_ev=0.736
N -0.9063 1.3967 0.1232
P -1.2414 -0.1395 -0.4466
N 0.4362 -0.9969 -0.1191
O 1.8382 -0.8360 -0.5347
H -0.1962 1.6277 0.9047
H -0.9437 2.1661 -0.5943
H -1.5236 -1.0052 0.7636
H 0.3968 -2.1018 -0.1458
H 2.1399 -0.1110 0.0491



--- 2 ---
9
Properties=species:S:1:pos:R:3 method="wB97M-V/def2-TZVPD" orbital_gap_ev=9.86 smiles="N[PH](N)=O" lumo_energy_ev=0.732
N -1.3751 0.4032 0.1981
P 0.1285 -0.2855 0.4760
N 0.7827 -0.4130 -1.0731
O 1.0846 0.7630 1.8054
H -1.2755 1.0334 -0.6598
H -1.4251 1.2200 0.8530
H -0.2457 -1.5127 0.8621
H 1.5786 0.1594 -1.2131
H 0.7468 -1.3677 -1.2486



The energy of each structure relative to the most stable one, in eV, is as follows: 1 1.161; 2 0.000.



--- 1 ---
19
Properties=species:S:1:pos:R:3 method="wB97M-V/def2-TZVPD" orbital_gap_ev=6.02 charge=-1 lumo_energy_ev=3.654
C 2.5787 1.7349 -0.2874
N 1.5358 0.8587 -0.6694
C 0.4748 0.6243 0.2428
C 0.3268 -0.8105 0.7869
S -1.3236 -1.6131 1.1195
C -0.8925 0.9349 -0.4295
H 3.1989 0.9119 0.2991
H 3.1589 2.0749 -1.0785
H 2.1818 2.5891 0.3003
H 1.0966 1.2884 -1.4248
H 0.6598 1.3390 1.1099
H 0.7955 -1.5383 0.1877
H 0.9848 -0.8394 1.6275
H -1.0777 1.9284 -0.7987
H -1.6180 0.7611 0.3480
H -1.1158 0.0908 -1.2739
H -3.2501 -3.1760 0.5326
H -3.7844 -4.0255 -0.4487
O -3.9302 -3.1335 -0.1432



--- 2 ---
19
Properties=species:S:1:pos:R:3 method="wB97M-V/def2-TZVPD" orbital_gap_ev=6.39 charge=-1 lumo_energy_ev=3.668
C -2.0503 -1.9713 -0.0213
N -1.4472 -0.8764 0.7605
C -0.0015 -0.8407 0.6868
C 0.6234 0.5714 0.6215
S 1.6772 0.9989 -0.7849
C 0.6407 -1.7486 1.7407
H -1.5112 -2.9215 0.2612
H -1.9800 -2.0600 -1.1135
H -3.1289 -1.9557 0.1402
H -1.7809 -1.0840 1.6957
H 0.2896 -1.4254 -0.2163
H 1.0310 0.8196 1.6684
H -0.2564 1.2617 0.5271
H 0.1609 -2.7555 1.6338
H 1.7264 -1.7565 1.5977
H 0.3487 -1.6775 2.8026
H 0.0646 2.2130 -1.7774
H -0.5564 3.5402 -1.7777
O -0.8137 2.6294 -1.9867



--- 3 ---
19
Properties=species:S:1:pos:R:3 method="wB97M-V/def2-TZVPD" orbital_gap_ev=6.30 charge=-1 lumo_energy_ev=3.391
C 0.5975 -1.3876 -0.2121
N 0.6698 -0.1611 -0.9445
C -0.3555 0.8778 -0.4633
C 0.2123 2.1814 0.1391
S -1.0992 3.4542 0.3707
C 1.4643 -2.5370 -0.5796
H 0.6200 -1.2294 0.8883
H -0.6652 -1.6822 -0.2554
H 1.5805 0.1948 -0.8803
H -1.0371 0.2666 0.1601
H -1.0221 1.1983 -1.2225
H 1.0667 2.3753 -0.5624
H 0.7955 1.8023 1.0582
H 0.8497 -3.3352 -0.9759
H 2.3477 -2.2741 -1.2234
H 2.1688 -2.9144 0.2317
H -2.3182 0.4034 1.2628
H -2.8613 1.8536 1.5424
O -3.0143 0.9135 1.6661



The energy of each structure relative to the most stable one, in eV, is as follows: 1 0.949; 2 0.000; 3 0.608.



--- 1 ---
19
Properties=species:S:1:pos:R:3 method="wB97M-V/def2-TZVPD" orbital_gap_ev=6.28 charge=-1 lumo_energy_ev=3.492
C -2.7318 0.0908 2.1255
N -1.4843 0.6121 1.4498
C -0.4609 -0.2944 0.9041
C 0.2261 0.2593 -0.3159
S 1.9021 -0.3837 -0.6317
C -1.0200 -1.7783 0.5426
H -3.5020 -0.4618 1.4079
H -2.7751 -0.5489 3.0351
H -3.1246 1.0624 2.3320
H -1.9559 1.1131 0.7632
H 0.2836 -0.3594 1.8300
H -0.3554 -0.0654 -1.2512
H 0.3577 1.3318 -0.1499
H -1.3983 -2.2656 1.5025
H -0.3145 -2.5443 0.2060
H -1.8365 -1.6800 -0.2765
H 2.5467 1.5893 -2.4145
H 1.2854 0.9907 -2.5620
O 1.8331 1.7535 -3.0002



--- 2 ---
19
Properties=species:S:1:pos:R:3 method="wB97M-V/def2-TZVPD" orbital_gap_ev=6.13 charge=-1 lumo_energy_ev=3.561
C 2.6532 1.6994 -0.3224
N 1.5867 0.7254 -0.6830
C 0.3973 0.5306 0.1967
C 0.3129 -0.9894 0.6815
S -1.2755 -1.6329 1.1945
C -0.9214 0.9657 -0.5550
H 3.2198 1.2041 0.5730
H 3.3327 1.9063 -1.0206
H 2.3737 2.5845 0.2701
H 1.0972 1.2466 -1.4895
H 0.5885 1.0861 1.2011
H 0.7822 -1.6344 -0.0068
H 0.9333 -0.8954 1.5390
H -0.9727 1.9979 -0.9184
H -1.7434 0.7874 0.1340
H -0.9444 0.3915 -1.5979
H -3.4054 -2.8899 -0.2092
H -3.9700 -3.5705 0.9855
O -4.0445 -3.5132 0.0276



The energy of each structure relative to the most stable one, in eV, is as follows: 1 0.000; 2 0.096.